Entry 1:
Here is a molecular structure, C4H8N3OPS from the Open Molecules 2025 dataset. Energies are from the ωB97M-V functional and the def2-TZVPD basis.

XYZ file:
```
18
Properties=species:S:1:pos:R:3:forces:R:3
C -0.076216 -1.235089 -0.350882 -0.7 3.0 1.0
C -1.512274 -1.282570 -0.077070 4.2 -7.7 -1.2
C 0.571280 -1.138050 0.970371 -0.7 -1.8 1.4
C -2.535803 -0.459558 0.154683 -5.5 6.0 1.2
N 1.308372 -0.190332 1.271694 1.0 1.1 1.4
N 2.720653 0.694175 -0.804895 0.3 1.2 -1.0
N 0.937644 2.354887 0.435521 -2.4 1.2 0.6
O 0.324292 -0.041133 -0.985904 0.6 1.4 -0.1
P 1.304864 0.925703 0.049039 -0.5 -0.7 -0.7
S -2.716644 1.231052 -0.091410 -0.1 -0.6 0.2
H 0.363446 -2.097745 -0.729838 0.3 -1.8 -1.6
H -1.847488 -2.332335 0.238512 0.9 1.2 -0.7
H 0.285791 -1.909793 1.667649 0.3 -0.4 0.4
H -3.453336 -0.898053 0.495822 -0.3 0.1 0.2
H 2.351793 0.828604 -1.760537 0.8 -0.4 0.2
H 3.550975 1.318103 -0.706447 -1.3 -0.5 0.3
H 0.003990 2.655677 0.929939 2.7 -1.2 -1.3
H -1.581345 1.576457 -0.706255 0.3 -0.2 -0.2
```
Forces are in eV/Å.

Values from the calculation:
electronic energy = -30915.00434 eV
spin multiplicity = 3
⟨S²⟩ = 2.009
E_HOMO (spin up / spin down) = -5.137 / -9.634 eV


Entry 2:
Here is a molecular structure, C49H50N9O3PRbS4 from the Open Molecules 2025 dataset. Energies are from the ωB97M-V functional and the def2-TZVPD basis.

XYZ file:
```
117
Properties=species:S:1:pos:R:3:forces:R:3
Rb 0.551877 -0.709073 -0.271533 -0.1 -0.1 0.5
N 0.542580 -2.650087 -5.052372 0.0 0.0 -0.2
C 0.457791 -1.379826 -5.592522 0.0 -0.1 0.0
C 0.447034 -0.904317 -6.899840 0.0 0.0 0.0
C 0.351916 0.465539 -7.057655 0.0 0.0 0.1
C 0.268314 1.331392 -5.952801 0.0 0.0 0.0
C 0.277780 0.848459 -4.659176 0.0 0.0 0.0
C 0.373904 -0.531359 -4.485062 0.0 0.1 0.1
N 0.413067 -1.271109 -3.312087 -0.1 0.1 0.1
C 0.515587 -2.511195 -3.689997 0.1 -0.2 0.1
C 0.611388 -3.664849 -2.781151 0.0 0.4 0.0
C 0.651928 -4.973879 -3.136332 0.0 -0.3 -0.1
S 0.787572 -5.946532 -1.742911 0.0 -0.1 0.1
C 0.782283 -4.528908 -0.765390 -0.1 -0.1 -0.1
N 0.686798 -3.427487 -1.431389 0.0 0.1 -0.1
H 0.662147 -3.508660 -5.557742 0.0 0.0 0.0
H 0.514114 -1.566339 -7.753861 0.0 0.0 0.0
H 0.343768 0.881379 -8.057075 0.0 0.0 0.0
H 0.201143 2.398693 -6.120134 0.0 0.0 0.0
H 0.222276 1.508840 -3.800936 0.0 0.0 0.0
H 0.601489 -5.419194 -4.117622 0.0 0.0 0.0
H 0.829181 -4.576925 0.316168 0.0 0.1 -0.1
O -2.111374 -5.175824 3.891283 -0.1 0.0 0.0
C -3.176220 -4.679073 3.240370 0.1 0.0 0.0
C -4.431858 -5.221100 3.532452 0.0 0.0 0.0
C -5.568913 -4.744400 2.908253 0.0 0.0 0.0
C -5.481650 -3.713052 1.976049 0.0 0.0 0.1
C -4.237026 -3.181852 1.682563 0.0 0.0 0.0
C -3.072865 -3.648134 2.287873 0.0 0.0 0.0
C -1.764696 -3.021112 1.877367 -0.2 0.1 0.0
O -1.746782 -2.198387 0.945710 0.2 -0.1 0.0
N -0.726490 -3.438107 2.621481 0.1 0.1 -0.1
N 0.484146 -2.967063 2.158278 0.0 0.0 -0.2
C 1.438703 -3.016338 2.989745 0.0 0.1 0.0
S 1.242124 -3.441379 4.702088 0.0 -0.1 0.0
C 2.999011 -3.212618 5.096944 0.0 0.0 0.0
C 3.561417 -2.141540 4.176587 0.0 0.0 0.1
S 3.076178 -2.596418 2.499957 0.0 -0.1 -0.1
H -1.323783 -4.638035 3.572897 0.0 0.0 0.0
H -4.483737 -6.017802 4.264725 0.0 0.0 0.0
H -6.531844 -5.177577 3.152708 0.0 0.0 0.0
H -6.372251 -3.331698 1.491908 0.0 0.0 0.0
H -4.121866 -2.374906 0.970352 0.0 0.0 0.0
H 3.519843 -4.156982 4.941503 0.0 0.0 0.0
H 3.074619 -2.931040 6.147681 0.0 0.0 0.0
H 4.649777 -2.106651 4.211601 0.0 0.0 0.0
H 3.161133 -1.152258 4.405311 0.0 0.0 0.0
O 3.638599 -0.958897 -0.750706 -0.1 0.1 0.1
C 3.749394 -0.007854 -0.026530 0.3 -0.2 0.2
C 3.464572 0.892183 0.930462 -0.1 0.1 -0.3
C 3.990352 0.804247 2.298772 -0.2 0.1 -0.1
C 3.806035 1.835237 3.165657 0.0 0.1 0.0
C 3.142036 3.041155 2.813400 0.0 -0.1 0.0
C 2.652676 3.155201 1.518795 0.1 0.0 0.1
C 2.768612 2.153228 0.570011 0.0 -0.2 0.0
P 2.123963 2.151307 -1.096869 0.2 0.4 -0.2
C 3.670306 2.377092 -2.102947 -0.1 0.0 -0.1
C 3.608507 2.158792 -3.477288 0.0 0.0 0.0
C 4.717974 2.372887 -4.285498 0.0 0.0 0.0
C 5.916156 2.785623 -3.717856 0.0 0.0 0.0
C 5.996128 2.975440 -2.343639 0.0 0.0 0.0
C 4.879731 2.772460 -1.541504 0.0 0.0 0.0
C 1.377005 3.818107 -1.302446 0.0 0.0 0.0
C 0.001136 3.895167 -1.497606 0.0 0.0 0.0
C -0.636896 5.121966 -1.641701 0.0 0.0 0.0
C 0.105535 6.292993 -1.601403 0.0 0.0 0.0
C 1.482603 6.230576 -1.415270 0.0 -0.1 0.0
C 2.112809 5.002736 -1.267659 0.0 0.0 0.0
H 4.520730 -0.089255 2.599522 0.0 0.0 0.0
H 4.191505 1.727143 4.176400 0.0 0.0 0.0
H 3.005754 3.836190 3.533682 0.0 0.0 0.0
H 2.131955 4.065447 1.237712 0.0 0.0 0.0
H 2.680453 1.811940 -3.920154 0.0 0.0 0.0
H 4.650743 2.207164 -5.354704 0.0 0.0 0.0
H 6.787626 2.946622 -4.341723 0.0 0.0 0.0
H 6.933689 3.276850 -1.891785 0.0 0.0 0.0
H 4.935097 2.907509 -0.465771 0.0 0.0 0.0
H -0.591767 2.988399 -1.521313 0.0 0.0 0.0
H -1.710974 5.151731 -1.780108 0.0 0.0 0.0
H -0.384836 7.253009 -1.710333 0.0 0.0 0.0
H 2.067864 7.142144 -1.383679 0.0 0.0 0.0
H 3.187224 4.961290 -1.125338 0.0 0.0 0.0
C -3.232121 0.375084 -3.309492 -0.1 0.0 0.0
N -3.556711 -0.089704 -1.974300 0.1 0.0 0.0
C -3.490127 -1.537683 -1.769758 0.0 0.1 0.0
C -3.697628 0.755170 -0.935132 -0.1 0.0 0.1
S -3.340546 2.389376 -0.984487 0.1 -0.1 0.0
N -4.206507 0.132489 0.206411 0.1 0.1 0.0
C -3.859985 0.702679 1.499459 -0.1 0.0 0.0
C -5.617436 -0.218880 0.104460 0.0 0.0 0.0
H -3.850686 -0.158752 -4.034933 0.0 0.0 0.0
H -2.183053 0.177220 -3.535844 0.0 0.0 0.0
H -3.414246 1.442384 -3.383488 0.0 0.0 0.0
H -2.833673 -1.962222 -2.531203 0.0 0.1 0.0
H -4.471917 -2.011674 -1.858454 0.0 0.0 0.0
H -3.074577 -1.752314 -0.787916 0.0 0.0 0.0
H -2.791856 0.900356 1.547142 0.0 0.0 0.0
H -4.100734 -0.041487 2.261398 0.0 0.0 0.0
H -4.407854 1.629485 1.704944 0.0 0.0 0.0
H -5.839097 -0.650207 -0.870073 0.0 0.0 0.0
H -6.248417 0.670400 0.239975 0.0 0.0 0.0
H -5.871493 -0.946907 0.875478 0.0 0.0 0.0
C -0.498098 -0.115262 5.964293 0.0 0.0 0.0
C -0.440210 0.611422 4.662105 -0.1 0.0 0.0
C -0.722629 1.914593 4.323149 0.0 0.1 0.0
C -0.539231 1.987793 2.922421 0.0 0.0 0.0
N -0.167907 0.812953 2.438733 -0.1 0.0 0.0
N -0.115869 -0.004020 3.509111 0.0 -0.1 -0.1
C -0.743911 3.156027 2.015241 0.0 0.0 0.0
H -0.354381 0.581672 6.789247 0.0 0.0 0.0
H 0.270201 -0.886765 6.020251 0.0 0.0 0.0
H -1.464849 -0.605733 6.096773 0.0 0.0 0.0
H -0.996783 2.714495 4.992646 0.0 0.0 0.0
H 0.119359 -0.974736 3.372433 0.0 0.0 0.0
H -0.402649 4.080984 2.483400 0.0 0.0 0.0
H -1.797358 3.273118 1.746996 0.0 0.0 0.0
H -0.178853 3.011601 1.094159 0.0 0.0 0.1
```
Forces are in eV/Å.

Values from the calculation:
electronic energy = -124465.47872 eV
total charge = -1
E_HOMO = -2.123 eV


Entry 3:
Here is a molecular structure, C18H27N7ReS from the Open Molecules 2025 dataset. Energies are from the ωB97M-V functional and the def2-TZVPD basis.

XYZ file:
```
54
Properties=species:S:1:pos:R:3:forces:R:3
Re -0.177821 0.316423 0.482125 -0.1 -0.3 0.6
C -1.161949 1.879659 4.534166 0.0 0.0 0.0
C -0.760988 1.656364 3.123802 0.0 0.1 0.0
N -0.560726 0.512901 2.569815 0.4 0.0 -0.1
N -0.573560 -0.599621 3.355526 0.2 -0.7 0.3
C 0.249664 -1.513686 2.927233 -0.3 0.6 -0.1
N 0.450182 -2.645928 3.594184 0.0 0.0 0.1
S 1.130410 -1.294221 1.383955 0.0 -0.4 0.1
C -0.425786 2.742998 2.209678 0.2 0.2 -0.3
C -0.492760 4.087887 2.519342 0.0 -0.1 0.0
C 0.008062 5.021625 1.621376 0.0 0.0 0.0
C 0.585749 4.584914 0.441312 0.0 0.0 0.0
C 0.610798 3.228456 0.177812 0.0 0.0 -0.1
N 0.108452 2.320716 1.023961 -0.2 0.1 -0.1
H -1.096435 0.958165 5.102930 0.0 0.0 0.0
H -0.541960 2.643731 5.001767 0.0 0.0 0.0
H -2.197383 2.230266 4.557661 0.0 0.0 0.0
H 0.031731 -2.764746 4.504734 0.0 0.0 0.0
H 1.150413 -3.304426 3.298785 0.0 0.0 0.0
H -0.925878 4.403233 3.457113 0.0 0.0 0.0
H -0.041186 6.076541 1.849845 0.0 0.0 0.0
H 1.014122 5.274952 -0.269823 0.0 0.0 0.0
H 1.033092 2.839844 -0.740068 0.0 0.0 0.0
C -2.825256 -0.968850 -0.081883 0.1 -0.2 -0.2
C -3.091638 -0.705354 -1.389233 -0.1 -0.3 0.3
C -2.730538 0.647159 -1.647710 0.1 0.3 -0.1
C -2.208667 1.239501 -0.520920 -0.2 -0.1 0.2
C -2.268090 0.227081 0.572067 0.0 0.4 -0.6
H -2.957491 -1.903132 0.442130 0.0 -0.1 -0.1
H -3.497547 -1.388028 -2.118047 0.0 -0.1 0.0
H -2.888754 1.152507 -2.591037 0.0 0.0 0.0
H -2.111522 2.309658 -0.416771 0.1 0.0 0.1
H -2.711250 0.510161 1.518481 0.0 0.1 0.1
C 2.136823 -3.506858 -1.594173 0.1 -0.1 0.1
N 0.963952 -2.641409 -1.575352 -0.1 0.2 0.1
C -0.253366 -3.246783 -1.054567 0.0 -0.1 0.0
C 1.007534 -1.367166 -1.987871 0.4 -0.3 0.0
N 0.232107 -0.406662 -1.428195 -0.3 0.7 -0.2
N 1.838578 -1.052388 -2.990007 -0.1 0.1 0.1
C 2.197314 -2.001810 -4.041187 0.0 0.0 -0.1
C 2.246496 0.322323 -3.238613 0.1 0.1 0.0
H 2.216189 -3.986209 -0.617756 0.0 0.0 0.0
H 3.035338 -2.920255 -1.766090 0.0 0.0 0.0
H 2.056449 -4.284212 -2.354463 0.0 0.0 0.0
H -0.349022 -4.240876 -1.491671 0.0 0.0 0.0
H -1.110324 -2.651932 -1.348475 0.0 0.0 0.0
H -0.227271 -3.342127 0.033127 0.0 0.0 -0.1
H -0.061996 0.240032 -2.156346 0.1 -0.1 0.1
H 1.597161 -2.902644 -3.956692 0.0 0.1 -0.1
H 3.254541 -2.263638 -4.000289 0.0 0.0 0.0
H 1.990154 -1.538633 -5.005890 0.0 0.0 0.0
H 2.266269 0.883517 -2.307334 0.0 0.0 0.0
H 1.586543 0.820014 -3.953907 0.0 0.0 0.0
H 3.251032 0.310964 -3.658543 0.0 0.0 0.0
```
Forces are in eV/Å.

Values from the calculation:
electronic energy = -42485.39412 eV
total charge = +2
spin multiplicity = 2
⟨S²⟩ = 0.765
E_HOMO (spin up / spin down) = -14.115 / -14.370 eV


Values of largest force on an atom, in order: 8.875 0.491 0.819, all in eV/Å.
Values of M, in order: 177.17 1057.71 559.74, all in g/mol.